This record from the Open Molecules 2025 dataset describes an isolated molecule of C23H40F2N2O4. The level of theory is ωB97M-V with the def2-TZVPD basis set.

Geometry as XYZ:
```
71
Properties=species:S:1:pos:R:3:forces:R:3
C 4.55289 0.68119 2.44255 0.261 -0.481 -0.202
C 3.22350 -0.20763 2.34837 0.134 0.144 -1.031
C 2.22145 0.49791 1.26823 1.651 -0.023 -0.532
C 1.32802 -0.55998 0.47476 1.247 0.434 0.925
C 0.88028 -1.69455 1.51912 -1.360 -0.935 -0.791
C 0.17062 0.01018 -0.49776 0.641 -0.244 0.045
C 0.06829 -1.30959 -1.46245 -0.954 0.568 -1.505
C -1.12566 -1.33237 -2.52150 -0.372 -1.268 0.657
C -1.08466 -2.77742 -3.27906 -1.382 0.834 -0.016
C -2.28083 -3.70370 -2.69492 0.175 -0.001 -0.186
C -2.17084 -3.98955 -1.12403 0.220 0.201 0.055
N -0.98997 -4.88244 -0.81590 -0.754 0.279 0.790
C -1.24015 0.47475 0.17885 -1.345 -2.850 -0.939
N -1.24669 1.33292 1.37664 -1.080 -0.574 0.976
C -2.55325 2.02586 1.62324 -2.908 3.939 1.091
C -3.98060 1.25609 1.68936 0.367 -0.560 -0.462
O -2.63456 3.26142 1.87333 1.441 -4.902 -1.127
C -1.01395 0.64177 2.66336 3.141 0.897 3.472
C -1.75517 -0.66202 3.20902 -0.159 0.246 0.363
O -0.17031 1.16542 3.45042 -3.266 -1.845 -3.077
C -2.01361 1.25021 -0.98606 0.857 0.082 -2.432
O -3.18894 1.39637 -1.33562 3.657 -0.480 1.807
O -0.95021 1.72280 -1.80703 -1.732 -1.019 1.136
C 0.41581 1.31010 -1.40071 0.075 1.489 -2.008
C 1.13222 1.16526 -2.85336 1.284 -0.686 -0.310
C 2.74113 1.02920 -2.63696 -1.121 -0.123 -0.308
F 3.33208 0.42118 -3.81312 -0.802 0.986 1.583
C 1.04017 2.68476 -0.90253 1.221 1.686 0.299
C 0.14669 3.74039 -0.12316 0.546 0.900 1.977
C 0.74468 4.06290 1.35352 -0.611 0.854 -0.587
F 0.19484 5.04048 -0.80598 0.050 -1.956 0.466
H 4.32031 1.78049 2.63388 0.314 -1.461 -0.181
H 5.10130 0.58724 1.42892 -0.907 0.323 1.541
H 5.30340 0.29435 3.22548 -1.315 0.626 -1.026
H 2.70586 -0.40992 3.34179 0.800 0.452 -1.222
H 3.55253 -1.22419 1.90337 -0.628 1.488 0.786
H 1.67636 1.39903 1.69907 0.515 -1.442 -0.393
H 2.97389 0.92266 0.49375 -1.298 -0.465 1.150
H 2.07004 -1.09683 -0.23525 -1.227 0.960 1.106
H 1.57340 -2.61225 1.44154 -0.963 1.581 0.310
H 0.77839 -1.36144 2.59987 0.440 -0.274 -1.509
H -0.16660 -2.09926 1.22532 1.589 0.545 0.479
H 1.03825 -1.42092 -2.08548 -1.369 0.445 1.265
H -0.02885 -2.28760 -0.89194 0.195 1.498 -0.338
H -2.11364 -1.34282 -1.92135 1.384 0.311 -1.033
H -1.16876 -0.45496 -3.24457 0.262 -1.196 1.034
H -0.06538 -3.28449 -3.19648 -1.401 0.687 -0.129
H -1.35104 -2.56196 -4.38150 0.676 -0.629 1.628
H -3.27068 -3.16107 -2.88686 1.331 -0.661 0.207
H -2.30566 -4.68223 -3.30933 0.031 1.385 1.250
H -2.03229 -3.00058 -0.54121 -0.532 -1.327 -0.994
H -3.10113 -4.50702 -0.68988 1.173 0.927 -0.974
H -0.26370 -4.35903 -0.30191 -0.523 -0.366 -0.442
H -1.33910 -5.58368 -0.14286 0.543 0.407 -0.554
H -1.74444 -0.56016 0.32424 0.169 1.713 0.073
H -4.15276 0.75795 2.70039 0.516 0.753 -1.235
H -4.83407 2.01670 1.55590 1.662 -1.128 -0.016
H -4.02941 0.42709 0.89178 -0.041 1.368 1.186
H -2.08863 -1.39969 2.40970 0.511 0.994 1.056
H -1.04153 -1.13521 3.98216 -1.101 0.694 -1.513
H -2.68365 -0.35057 3.81939 1.450 -0.291 -1.100
H 0.88727 2.05770 -3.54607 0.317 -1.262 1.530
H 0.83517 0.25361 -3.45590 0.214 0.926 1.001
H 3.21891 2.05469 -2.45367 -0.467 -1.715 -0.344
H 2.90380 0.30332 -1.77356 0.108 1.039 -1.102
H 2.03615 2.61804 -0.31941 -1.732 -0.380 -0.847
H 1.37439 3.27013 -1.84746 -0.858 -1.004 1.446
H -0.95005 3.52013 0.01376 1.344 0.096 -0.539
H 0.15077 4.95091 1.78705 0.820 -1.394 -0.738
H 1.82948 4.42897 1.25337 -1.489 -0.826 0.179
H 0.60847 3.20096 2.08330 0.368 1.013 -1.127
```
Forces are in eV/Å.

Maximum force: 5.23 eV/A
Energy: -41099.020 eV
Multiplicity: 1
Structure (SMILES): CCC[C@@H](C)[C@@]1(CCCCCN)[C@@H](N(C(C)=O)C(C)=O)C(=O)O[C@@]1(CCF)C[C@@H](C)F

For each atom in turn, the Löwdin charge in e is: atom 1 (C): -0.1365, atom 2 (C): -0.2376, atom 3 (C): -0.1730, atom 4 (C): -0.2668, atom 5 (C): -0.0762, atom 6 (C): -0.1754, atom 7 (C): -0.1351, atom 8 (C): -0.1823, atom 9 (C): -0.1780, atom 10 (C): -0.2033, atom 11 (C): -0.2751, atom 12 (N): -0.0262, atom 13 (C): -0.1094, atom 14 (N): 0.0477, atom 15 (C): -0.3259, atom 16 (C): -0.0014, atom 17 (O): 0.0813, atom 18 (C): -0.3519, atom 19 (C): -0.0188, atom 20 (O): 0.0583, atom 21 (C): -0.3250, atom 22 (O): 0.1152, atom 23 (O): -0.0106, atom 24 (C): -0.2824, atom 25 (C): -0.0785, atom 26 (C): -0.1305, atom 27 (F): -0.1062, atom 28 (C): -0.0625, atom 29 (C): -0.2628, atom 30 (C): -0.0538, atom 31 (F): -0.0937, atom 32 (H): 0.0779, atom 33 (H): 0.0811, atom 34 (H): 0.0770, atom 35 (H): 0.1041, atom 36 (H): 0.1126, atom 37 (H): 0.0910, atom 38 (H): 0.0947, atom 39 (H): 0.1333, atom 40 (H): 0.1022, atom 41 (H): 0.0657, atom 42 (H): 0.0671, atom 43 (H): 0.1325, atom 44 (H): 0.0861, atom 45 (H): 0.1042, atom 46 (H): 0.1140, atom 47 (H): 0.1108, atom 48 (H): 0.1124, atom 49 (H): 0.1096, atom 50 (H): 0.1155, atom 51 (H): 0.0867, atom 52 (H): 0.1178, atom 53 (H): 0.0412, atom 54 (H): 0.0621, atom 55 (H): 0.1496, atom 56 (H): 0.0718, atom 57 (H): 0.1079, atom 58 (H): 0.0865, atom 59 (H): 0.0782, atom 60 (H): 0.1050, atom 61 (H): 0.0935, atom 62 (H): 0.1460, atom 63 (H): 0.1030, atom 64 (H): 0.1281, atom 65 (H): 0.1082, atom 66 (H): 0.1155, atom 67 (H): 0.1343, atom 68 (H): 0.1158, atom 69 (H): 0.0916, atom 70 (H): 0.0902, atom 71 (H): 0.0519


This record from the Open Molecules 2025 dataset describes a structure of composition C42H50N6O8P2V. The level of theory is ωB97M-V with the def2-TZVPD basis set.

Geometry as XYZ:
```
109
Properties=species:S:1:pos:R:3:forces:R:3
V -0.55350 -0.21221 -0.46505 -0.752 -0.842 0.323
C -3.55768 3.26361 -2.91293 -0.048 -0.057 -0.097
C -3.23388 2.12737 -1.94721 -0.051 0.002 0.042
C -3.24013 2.66309 -0.52578 0.008 -0.001 0.071
P -1.65527 1.17075 -2.19774 0.070 0.709 0.028
C -1.87090 0.42353 -3.87381 0.254 -0.022 -0.115
C -1.59620 1.26548 -5.11775 0.033 -0.057 -0.036
C -3.24602 -0.24371 -3.95390 -0.028 -0.020 -0.001
C -0.36322 2.48952 -2.15826 -0.027 -0.119 0.043
C -0.28478 3.51579 -3.09483 -0.049 0.023 -0.053
C 0.54287 4.62172 -2.95183 0.009 -0.023 0.005
C 0.64490 5.67027 -4.02607 -0.006 0.005 -0.013
C 1.27594 4.70999 -1.77149 0.002 0.005 0.018
C 1.24808 3.71013 -0.82127 0.102 0.012 -0.096
C 0.49671 2.52949 -1.01171 -0.079 -0.054 0.168
N 0.46236 1.50346 -0.11941 0.312 0.332 0.148
C 1.33047 1.26751 0.93866 -0.158 0.229 -0.091
C 2.70088 1.56073 0.93213 0.034 -0.064 0.058
C 3.51657 1.16388 1.97186 0.007 -0.035 0.007
C 3.02414 0.46139 3.07119 0.026 0.056 -0.028
C 3.92945 -0.00920 4.17761 -0.007 -0.031 0.025
C 1.66435 0.19631 3.09772 -0.034 -0.128 0.013
C 0.80662 0.58012 2.07102 -0.015 0.014 -0.063
P -1.02518 0.45030 2.09154 0.231 0.239 0.145
C -1.39111 1.98495 3.12571 -0.056 0.069 -0.104
C -0.39504 2.25405 4.25599 -0.031 -0.011 0.061
C -1.46691 3.25105 2.26966 -0.006 -0.028 -0.034
C -1.68066 -0.88153 3.21494 0.052 -0.009 0.083
C -1.54264 -0.75491 4.73297 -0.078 -0.007 0.013
C -1.24990 -2.27712 2.77681 -0.017 0.002 -0.128
H -4.50698 3.72566 -2.62494 -0.026 0.010 0.012
H -2.79047 4.03789 -2.87444 -0.008 0.007 0.014
H -3.65797 2.92888 -3.94557 0.018 -0.013 0.029
H -4.01375 1.36337 -2.02796 0.012 0.000 0.011
H -2.46008 3.41967 -0.41477 0.010 0.007 -0.003
H -4.20172 3.12753 -0.28578 -0.013 0.017 -0.006
H -3.04484 1.87167 0.19976 -0.004 -0.010 -0.028
H -1.10121 -0.35320 -3.89400 -0.085 0.002 0.050
H -2.23113 2.15029 -5.19698 0.018 -0.007 -0.007
H -0.54973 1.56320 -5.16305 -0.004 0.047 0.021
H -1.78082 0.64333 -5.99687 0.005 -0.021 -0.020
H -4.02797 0.47794 -4.20591 -0.011 0.023 0.009
H -3.23064 -1.00369 -4.73754 -0.009 0.002 -0.028
H -3.53753 -0.73807 -3.02447 0.044 -0.027 0.015
H -0.90827 3.46045 -3.97805 0.015 0.012 0.007
H -0.23006 5.64841 -4.67809 -0.014 0.006 -0.003
H 0.72158 6.67328 -3.60008 -0.004 0.018 0.007
H 1.52339 5.51818 -4.65907 0.017 -0.009 -0.007
H 1.89061 5.58708 -1.59075 0.008 0.020 0.002
H 1.82285 3.82435 0.08809 0.015 -0.010 -0.007
H 3.13629 2.02522 0.05980 0.001 -0.012 -0.018
H 4.57946 1.36940 1.90795 0.021 -0.006 0.001
H 4.89967 0.48516 4.12482 0.012 0.011 0.004
H 3.49866 0.19605 5.16118 0.001 0.006 0.003
H 4.10566 -1.08652 4.11946 0.006 -0.025 -0.017
H 1.25322 -0.31772 3.96297 -0.008 0.020 0.017
H -2.38235 1.78938 3.55264 0.018 0.030 0.018
H 0.59354 2.46944 3.84912 -0.023 0.041 -0.008
H -0.72724 3.13582 4.81172 -0.016 0.004 0.037
H -0.28981 1.43526 4.96392 0.028 -0.008 -0.046
H -0.62706 3.31432 1.57427 0.022 -0.003 -0.001
H -2.38136 3.29582 1.68987 -0.023 -0.015 -0.013
H -1.43438 4.13363 2.91385 -0.009 0.025 0.014
H -2.74932 -0.79447 2.97532 0.031 -0.002 -0.001
H -0.50057 -0.73385 5.05532 0.020 -0.040 0.000
H -2.03060 0.13412 5.13204 0.002 0.015 -0.018
H -2.00719 -1.62535 5.20298 -0.024 -0.018 0.008
H -0.25810 -2.50224 3.16771 0.104 -0.034 0.046
H -1.94748 -3.01732 3.17316 0.011 -0.027 0.027
H -1.21680 -2.38660 1.69459 -0.050 0.023 0.001
O 3.54187 -1.00096 -5.66404 -0.063 0.016 0.169
C 3.06194 -0.90687 -4.54918 0.073 0.006 0.065
C 1.61707 -1.02942 -4.16725 0.279 -0.125 -0.305
O 0.68390 -1.28936 -4.94180 -0.042 0.069 0.144
C 1.53515 -0.79334 -2.75444 -0.128 0.153 -0.155
C 2.82869 -0.68661 -2.14133 0.354 0.031 0.069
O 3.10519 -0.63651 -0.93760 -0.128 0.068 -0.078
C 3.82748 -0.63794 -3.26352 -0.054 0.022 -0.148
O 5.01956 -0.41516 -3.17256 -0.131 -0.082 -0.004
O 0.39060 -0.74465 -2.15257 -0.027 -0.461 0.002
O 1.27837 -3.47335 5.36489 -0.027 0.086 0.055
C 1.78095 -4.34847 4.38868 -0.030 0.054 -0.097
N 3.12210 -3.97316 3.98311 0.218 -0.196 0.136
C 3.65384 -4.27686 2.73697 -0.033 0.080 -0.453
O 4.75969 -4.77962 2.63914 -0.085 0.130 0.099
C 2.84842 -3.90394 1.53259 0.067 -0.074 0.363
C 3.06503 -4.57574 0.33622 -0.048 -0.005 -0.091
C 2.31585 -4.21593 -0.76574 0.005 0.025 0.121
C 1.37260 -3.20431 -0.62568 -0.027 -0.085 -0.026
N 1.17772 -2.53355 0.50796 -0.124 0.234 -0.120
C 1.91734 -2.87033 1.55619 0.146 -0.035 -0.229
H 1.20691 -2.59588 4.96876 -0.025 -0.003 -0.007
H 1.14457 -4.38494 3.50281 0.022 -0.014 -0.001
H 1.78198 -5.33356 4.86271 -0.024 0.029 -0.010
H 3.81708 -4.17839 4.69153 -0.057 0.000 -0.005
H 3.81089 -5.35842 0.29191 0.020 0.007 0.014
H 2.45029 -4.69837 -1.72327 -0.017 0.002 -0.018
H 0.75074 -2.91324 -1.46062 0.062 -0.050 0.051
H 1.80694 -2.25703 2.43987 -0.055 0.017 0.088
N -1.63035 -2.86966 -2.32248 -0.209 0.121 0.013
C -2.38208 -2.61979 -1.21444 0.192 0.060 -0.053
O -2.00603 -1.73802 -0.39630 0.104 -0.203 -0.083
C -3.56811 -3.37084 -0.97612 -0.052 -0.017 -0.092
C -4.31114 -3.12490 0.20161 0.071 -0.017 -0.110
N -4.91642 -2.92312 1.16554 -0.048 -0.006 0.073
C -4.01192 -4.33913 -1.90167 -0.012 -0.016 0.236
N -4.35518 -5.14340 -2.65987 -0.004 0.004 -0.119
H -0.94098 -2.15754 -2.56657 -0.005 -0.041 -0.022
H -2.04041 -3.39925 -3.07436 0.033 -0.030 0.016
```
Forces are in eV/Å.

Energy relative to the best compared isomer or geometry (same formula, charge and spin): 175.8 kJ/mol
Maximum force: 1.17 eV/A
Energy: -113956.575 eV
Multiplicity: 4
Charge: -2
Expectation value of S²: 3.7641

Atom charges from the Löwdin analysis, given in e for atoms 1 to 99: atom 1 (V): 0.6044, atom 2 (C): -0.1107, atom 3 (C): -0.5236, atom 4 (C): -0.1468, atom 5 (P): 1.1042, atom 6 (C): -0.5154, atom 7 (C): -0.1095, atom 8 (C): -0.1177, atom 9 (C): -0.2398, atom 10 (C): -0.0783, atom 11 (C): -0.3002, atom 12 (C): -0.0732, atom 13 (C): -0.0634, atom 14 (C): -0.0360, atom 15 (C): -0.2901, atom 16 (N): -0.1018, atom 17 (C): -0.2982, atom 18 (C): -0.0285, atom 19 (C): -0.0325, atom 20 (C): -0.2860, atom 21 (C): -0.0573, atom 22 (C): -0.1035, atom 23 (C): -0.3008, atom 24 (P): 1.1032, atom 25 (C): -0.5070, atom 26 (C): -0.1236, atom 27 (C): -0.1156, atom 28 (C): -0.5254, atom 29 (C): -0.1222, atom 30 (C): -0.1132, atom 31 (H): 0.0713, atom 32 (H): 0.0653, atom 33 (H): 0.0523, atom 34 (H): 0.0972, atom 35 (H): 0.0711, atom 36 (H): 0.0790, atom 37 (H): 0.0470, atom 38 (H): 0.0580, atom 39 (H): 0.0488, atom 40 (H): 0.0755, atom 41 (H): 0.0803, atom 42 (H): 0.0688, atom 43 (H): 0.0819, atom 44 (H): 0.0622, atom 45 (H): 0.0821, atom 46 (H): 0.0667, atom 47 (H): 0.0649, atom 48 (H): 0.0727, atom 49 (H): 0.1032, atom 50 (H): 0.0952, atom 51 (H): 0.1138, atom 52 (H): 0.1102, atom 53 (H): 0.0685, atom 54 (H): 0.0713, atom 55 (H): 0.0625, atom 56 (H): 0.0894, atom 57 (H): 0.0990, atom 58 (H): 0.0772, atom 59 (H): 0.0729, atom 60 (H): 0.0471, atom 61 (H): 0.0688, atom 62 (H): 0.0382, atom 63 (H): 0.0716, atom 64 (H): 0.1042, atom 65 (H): 0.0488, atom 66 (H): 0.0613, atom 67 (H): 0.0786, atom 68 (H): 0.0373, atom 69 (H): 0.0863, atom 70 (H): 0.0414, atom 71 (O): 0.0664, atom 72 (C): -0.2872, atom 73 (C): -0.3289, atom 74 (O): 0.0074, atom 75 (C): -0.2769, atom 76 (C): -0.3216, atom 77 (O): 0.0314, atom 78 (C): -0.2826, atom 79 (O): 0.0713, atom 80 (O): -0.2423, atom 81 (O): -0.0450, atom 82 (C): -0.2709, atom 83 (N): 0.0819, atom 84 (C): -0.4325, atom 85 (O): 0.0627, atom 86 (C): -0.1203, atom 87 (C): 0.0001, atom 88 (C): -0.0185, atom 89 (C): -0.1015, atom 90 (N): 0.1225, atom 91 (C): -0.0864, atom 92 (H): 0.0581, atom 93 (H): 0.1169, atom 94 (H): 0.1281, atom 95 (H): 0.1364, atom 96 (H): 0.1176, atom 97 (H): 0.1102, atom 98 (H): 0.0881, atom 99 (H): 0.0904


The lowest multiplicity belongs to which entry? C23H40F2N2O4


Number 2 is which compound? C42H50N6O8P2V